{
  "formula": "C36H109N23O15",
  "method": "ωB97M-V with the def2-TZVPD basis set",
  "homo_lumo_gap_ev": 8.64,
  "e_lumo_ha": -0.004,
  "energy_ev": -104078.7301,
  "e_above_lowest_kcal_mol": 287.5,
  "elements": ["C", "C", "C", "O", "C", "N", "H", "H", "H", "H", "H", "H", "H", "H", "H", "H", "H", "C", "C", "C", "O", "C", "N", "H", "H", "H", "H", "H", "H", "H", "H", "H", "H", "H", "C", "C", "C", "O", "C", "N", "H", "H", "H", "H", "H", "H", "H", "H", "H", "H", "H", "C", "C", "C", "O", "C", "N", "H", "H", "H", "H", "H", "H", "H", "H", "H", "H", "H", "C", "C", "C", "O", "C", "N", "H", "H", "H", "H", "H", "H", "H", "H", "H", "H", "H", "C", "C", "C", "O", "C", "N", "H", "H", "H", "H", "H", "H", "H", "H", "H", "H", "H", "C", "C", "C", "O", "C", "N", "H", "H", "H", "H", "H", "H", "H", "H", "H", "H", "H", "C", "O", "N", "N", "H", "H", "H", "H", "C", "O", "N", "N", "H", "H", "H", "H", "C", "O", "N", "N", "H", "H", "H", "H", "C", "O", "N", "N", "H", "H", "H", "H", "C", "O", "N", "N", "H", "H", "H", "H", "C", "O", "N", "N", "H", "H", "H", "H", "C", "O", "N", "N", "H", "H", "H", "H", "C", "O", "N", "N", "H", "H", "H", "H"],
  "coordinates": [[0.63923, -11.05190, -2.84213], [0.94578, -9.80345, -1.97468], [1.24064, -8.48288, -2.66627], [1.80357, -7.51649, -1.76718], [2.17215, -6.33453, -2.45950], [-0.06962, -9.59506, -0.96896], [1.29886, -11.34723, -3.65807], [-0.37519, -10.99240, -3.23651], [0.61990, -11.90310, -2.16155], [1.81715, -10.03936, -1.36380], [0.37083, -8.16180, -3.23937], [2.03661, -8.85461, -3.31151], [1.30820, -5.85935, -2.92416], [2.87818, -6.60308, -3.24531], [2.62670, -5.57640, -1.82176], [-1.00610, -9.81251, -1.27850], [-0.03592, -8.59463, -0.83442], [1.41332, 5.02115, 6.06546], [2.82353, 4.54046, 6.58363], [3.67636, 5.55395, 7.44124], [3.93983, 6.68342, 6.63818], [4.47646, 7.77341, 7.36270], [2.59152, 3.39763, 7.42344], [1.70300, 5.97673, 5.62837], [0.75641, 5.11989, 6.92964], [1.07050, 4.39550, 5.24135], [3.42582, 4.30904, 5.70512], [4.62866, 5.06752, 7.65241], [3.14578, 5.84154, 8.34893], [3.79071, 8.13668, 8.12813], [4.72749, 8.72291, 6.88993], [5.42560, 7.44204, 7.78395], [2.12699, 2.80393, 6.75127], [1.79033, 3.64913, 7.98464], [1.71069, -1.83458, -7.81387], [3.09378, -1.24248, -7.31344], [3.67973, -0.32555, -8.40007], [4.32928, -1.05313, -9.44061], [5.41723, -0.49206, -9.99955], [2.76006, -0.55121, -6.07934], [1.41815, -2.54741, -7.04291], [1.73815, -2.36800, -8.76403], [0.95899, -1.04960, -7.89677], [3.77061, -2.07642, -7.12757], [4.41141, 0.26255, -7.84611], [2.99772, 0.38851, -8.86169], [5.25562, 0.56151, -10.22752], [5.74626, -0.94458, -10.93499], [6.21650, -0.55042, -9.26073], [3.25455, 0.32755, -6.13725], [1.76039, -0.44293, -6.17442], [-1.96650, 3.76104, -6.15944], [-0.71836, 4.23949, -6.78494], [-0.68371, 5.48652, -7.80735], [-1.57785, 5.46460, -8.93350], [-1.59689, 4.26141, -9.68390], [0.25430, 4.44300, -5.62409], [-2.29102, 4.45287, -5.38215], [-1.73385, 2.74656, -5.83571], [-2.71875, 3.87252, -6.94032], [-0.43633, 3.37407, -7.38461], [0.33151, 5.73122, -8.11964], [-0.87589, 6.39771, -7.24087], [-0.62246, 3.88061, -9.98980], [-2.23503, 4.33070, -10.56485], [-1.93781, 3.36398, -9.16767], [-0.19421, 5.06023, -4.96230], [1.05005, 4.97065, -5.95347], [-8.08794, 3.60932, 2.09428], [-8.63033, 4.75275, 2.98098], [-10.19514, 4.99774, 2.85661], [-10.99568, 3.96411, 3.45508], [-11.05774, 2.65366, 2.92256], [-8.44208, 4.49327, 4.37298], [-8.49727, 3.62259, 1.08414], [-8.09450, 2.63125, 2.57537], [-7.00741, 3.65403, 1.95803], [-8.07708, 5.66506, 2.75804], [-10.39103, 5.19836, 1.80328], [-10.20562, 5.96862, 3.35196], [-11.87492, 2.03454, 3.29270], [-10.12273, 2.12396, 3.10496], [-11.20692, 2.58917, 1.84474], [-9.05961, 5.02384, 4.97068], [-8.72902, 3.53284, 4.49686], [9.76957, 2.78289, 0.19160], [9.40906, 2.42504, 1.65580], [8.31439, 1.33583, 1.77283], [7.13879, 1.57163, 1.01460], [5.97825, 0.84570, 1.41698], [10.69009, 2.05267, 2.22833], [10.18737, 2.02563, -0.47181], [10.53021, 3.56257, 0.15121], [8.89454, 3.12184, -0.36298], [9.02371, 3.36916, 2.04084], [8.17383, 1.15401, 2.83833], [8.78833, 0.42296, 1.41206], [5.05255, 1.17104, 0.94228], [5.86008, 0.91126, 2.49857], [6.14053, -0.21053, 1.20211], [10.69245, 1.90898, 3.22806], [11.45779, 2.70101, 2.12644], [5.81698, -7.16729, 3.04128], [5.61393, -5.72619, 3.60027], [4.19180, -5.10737, 3.64656], [4.11826, -3.75251, 4.06815], [2.76674, -3.40126, 4.29459], [6.16213, -5.62892, 4.93412], [6.83602, -7.55310, 3.01245], [5.36780, -7.24892, 2.05150], [5.21780, -7.93561, 3.52994], [6.18358, -5.14564, 2.87463], [3.53909, -5.69674, 4.29052], [3.67212, -5.24555, 2.69843], [2.64023, -2.44809, 4.80795], [2.24812, -4.17001, 4.86744], [2.22202, -3.29271, 3.35672], [5.58169, -6.14057, 5.58326], [5.74779, -4.77449, 5.27813], [-7.80476, -0.95510, -1.76468], [-8.91184, -0.71677, -1.17999], [-6.67332, -1.11722, -1.22638], [-7.79228, -0.95737, -3.07519], [-6.62609, -1.32653, -0.23944], [-5.85073, -1.20053, -1.80648], [-8.66735, -0.99753, -3.57794], [-6.91115, -1.10219, -3.54712], [-0.69821, -0.00621, -0.43627], [-0.69322, -1.19767, -0.67259], [-0.09406, 0.95083, -1.13848], [-1.34085, 0.65404, 0.54212], [-0.11725, 1.95195, -1.00696], [0.49089, 0.65318, -1.90617], [-1.79058, 0.15672, 1.29746], [-1.35127, 1.66325, 0.58109], [-2.55731, -5.66560, 2.52658], [-3.28782, -6.23256, 3.37701], [-2.78116, -4.65431, 1.82313], [-1.32765, -6.09471, 2.45312], [-2.13312, -4.19978, 1.19579], [-3.75718, -4.42458, 1.94437], [-0.71851, -5.79798, 1.70411], [-1.18551, -6.99229, 2.89383], [-7.82615, -3.04164, 3.83448], [-6.84252, -2.40481, 3.45896], [-9.06834, -2.74432, 3.72054], [-7.70052, -4.19616, 4.34820], [-9.79385, -3.28566, 4.16852], [-9.16388, -2.01872, 3.02450], [-6.79802, -4.59513, 4.56370], [-8.60182, -4.55391, 4.63062], [4.72658, 5.81112, 0.00559], [4.36006, 6.94727, -0.14088], [5.36168, 5.27434, 0.97291], [4.40184, 4.83254, -0.79162], [5.59644, 4.29627, 0.88146], [5.55590, 6.00580, 1.64173], [3.94091, 4.94449, -1.68330], [4.87641, 3.94131, -0.76745], [-1.41226, 6.79026, 0.86447], [-1.32276, 5.58017, 0.98195], [-2.42267, 7.51299, 1.29165], [-0.51533, 7.61350, 0.50252], [-3.03852, 6.87249, 1.77185], [-2.47535, 8.51960, 1.35530], [-0.76110, 8.58813, 0.40343], [0.38924, 7.29578, 0.18486], [-2.75979, -0.07296, 6.17871], [-2.08752, 0.47944, 6.99301], [-3.55884, 0.63732, 5.37764], [-2.81391, -1.38610, 5.99072], [-3.80109, 1.61519, 5.44976], [-4.31961, 0.07844, 5.01849], [-3.55861, -1.76944, 5.42630], [-2.43458, -1.94733, 6.73988], [-3.57640, -4.16546, -4.56280], [-3.80426, -2.98387, -4.30688], [-3.86366, -4.67311, -5.71207], [-2.97538, -4.98780, -3.80627], [-3.70321, -5.65572, -5.88188], [-4.16487, -3.97532, -6.37724], [-2.29754, -4.64936, -3.13836], [-2.86850, -5.95753, -4.06761]],
  "mulliken_charge": [-1.376, 0.443, -0.786, -0.269, -0.670, -0.614, 0.384, 0.342, 0.361, 0.187, 0.315, 0.377, 0.244, 0.303, 0.261, 0.257, 0.236, -1.315, 0.225, -0.698, -0.269, -0.773, -0.743, 0.286, 0.391, 0.400, 0.300, 0.355, 0.336, 0.298, 0.275, 0.302, 0.318, 0.312, -1.416, 0.385, -0.665, -0.320, -0.724, -0.615, 0.358, 0.347, 0.362, 0.226, 0.388, 0.285, 0.298, 0.244, 0.296, 0.267, 0.285, -1.230, 0.415, -0.787, -0.351, -0.733, -0.676, 0.395, 0.281, 0.333, 0.235, 0.378, 0.347, 0.321, 0.292, 0.253, 0.271, 0.256, -1.316, 0.269, -0.740, -0.361, -0.598, -0.711, 0.303, 0.284, 0.347, 0.403, 0.375, 0.431, 0.291, 0.156, 0.296, 0.271, 0.301, -1.429, 0.696, -0.751, -0.251, -0.817, -0.707, 0.353, 0.378, 0.300, 0.161, 0.316, 0.367, 0.236, 0.363, 0.332, 0.224, 0.243, -1.456, 0.669, -0.882, -0.334, -0.732, -0.759, 0.338, 0.356, 0.350, 0.200, 0.323, 0.440, 0.264, 0.320, 0.300, 0.278, 0.325, 0.689, -0.730, -0.295, -0.391, 0.206, 0.154, 0.214, 0.151, 0.660, -0.645, -0.361, -0.306, 0.156, 0.191, 0.173, 0.130, 0.650, -0.735, -0.317, -0.390, 0.166, 0.232, 0.167, 0.229, 0.742, -0.700, -0.409, -0.377, 0.171, 0.245, 0.222, 0.110, 0.694, -0.673, -0.322, -0.372, 0.160, 0.193, 0.204, 0.107, 0.699, -0.675, -0.430, -0.349, 0.219, 0.181, 0.152, 0.200, 0.612, -0.633, -0.379, -0.371, 0.231, 0.142, 0.169, 0.231, 0.677, -0.684, -0.414, -0.342, 0.162, 0.226, 0.213, 0.161]
}